# 1
Formula: C23H23ClN6O4S
Source: OMol25
Level of theory: the ωB97M-V functional and the def2-TZVPD basis

Geometry as XYZ:
```
58
Properties=species:S:1:pos:R:3:forces:R:3
C -4.8828 0.2877 -3.2196 0.0 -0.1 0.0
O -4.1580 1.4603 -2.9294 0.0 0.1 0.2
C -3.3823 1.9508 -4.0037 0.3 0.1 -0.3
C -2.0604 1.2000 -4.2157 -0.4 0.4 -0.1
N -1.1648 1.3579 -3.0763 -0.3 -0.8 0.1
C -0.5706 2.5671 -2.9279 0.3 0.1 0.4
O -0.8488 3.5202 -3.6255 0.0 0.2 -0.2
C 0.4437 2.6826 -1.8056 0.1 0.2 0.2
S -0.3353 2.5677 -0.1563 -0.1 0.4 -0.1
C 0.7428 1.4292 0.5973 0.1 -0.1 -0.3
N 1.4655 0.5465 -0.0293 -0.2 0.3 -0.3
C 2.1876 -0.0934 0.9469 0.0 0.2 0.8
C 3.1212 -1.1172 0.8494 -0.1 0.1 0.1
C 3.7093 -1.5645 2.0135 0.1 -0.1 0.0
C 3.3848 -0.9972 3.2471 -0.2 0.2 -0.1
Cl 4.1658 -1.5966 4.6691 0.1 -0.1 0.2
C 2.4595 0.0222 3.3792 0.1 0.0 0.0
C 1.8596 0.4535 2.2105 0.5 -0.5 -0.3
N 0.9204 1.4206 1.9526 -0.1 0.1 -0.1
C -0.6903 0.1886 -2.4183 0.0 0.3 0.0
C -1.3772 -0.3419 -1.3511 0.1 0.2 -0.6
N -2.5621 0.1689 -0.9475 0.0 -0.2 0.1
N -0.9117 -1.4691 -0.7198 -0.2 0.0 0.1
C -1.7116 -2.1530 0.2941 0.0 -0.3 0.2
C -1.4765 -1.6414 1.6942 0.0 0.0 0.0
C -2.3876 -0.8091 2.3324 0.0 0.0 -0.1
C -2.1547 -0.3718 3.6253 -0.1 0.1 0.1
C -1.0218 -0.7858 4.3034 0.0 0.0 0.1
C -0.1203 -1.6344 3.6826 -0.1 -0.1 0.1
C -0.3375 -2.0469 2.3805 0.0 0.0 0.0
C 0.2866 -2.0733 -1.0786 -0.1 0.2 -0.3
O 0.7090 -3.0499 -0.5025 0.2 -0.3 0.2
N 0.9187 -1.5199 -2.1497 0.4 -0.2 -0.3
C 0.5402 -0.3933 -2.8805 -0.4 -0.2 0.4
O 1.2268 0.0060 -3.7982 0.2 0.1 -0.1
H -5.5077 0.0895 -2.3509 0.0 -0.1 0.0
H -4.2255 -0.5710 -3.3924 0.0 0.0 0.0
H -5.5196 0.4301 -4.0993 0.0 0.0 0.0
H -3.9626 1.9213 -4.9348 0.0 0.0 0.0
H -3.1586 2.9906 -3.7579 0.0 -0.1 -0.1
H -2.2310 0.1336 -4.3669 0.1 0.1 0.0
H -1.5784 1.6167 -5.1053 -0.1 -0.1 0.0
H 0.9118 3.6648 -1.8712 0.0 -0.2 -0.1
H 1.1879 1.8898 -1.8475 0.0 0.0 0.0
H 3.3736 -1.5470 -0.1048 0.0 -0.1 -0.1
H 4.4350 -2.3614 1.9802 0.1 -0.1 0.0
H 2.2228 0.4505 4.3395 0.0 0.0 0.1
H 0.4555 2.0172 2.6153 0.0 0.0 0.0
H -2.8181 0.1046 0.0211 0.1 0.0 0.0
H -2.9123 0.9711 -1.4606 0.0 0.0 0.0
H -1.4038 -3.2021 0.2530 -0.2 0.2 0.0
H -2.7647 -2.0766 0.0131 0.1 0.0 0.0
H -3.3105 -0.5235 1.8435 -0.1 0.0 -0.1
H -2.8700 0.2783 4.1075 -0.1 0.0 0.1
H -0.8510 -0.4610 5.3190 0.0 0.0 0.1
H 0.7486 -1.9859 4.2164 0.1 0.0 0.0
H 0.3691 -2.6982 1.8896 0.1 -0.1 -0.1
H 1.8028 -1.9419 -2.4091 -0.2 0.0 0.1
```
Forces are in eV/Å.

Computed properties:
M in g/mol: 515.00
Charge: 0
HOMO energy in hartree: -0.303
Calculated total energy in eV: -64715.49709
Kohn-Sham gap in hartree: 0.3134

***

# 2
Formula: C53H40InN11S2
Source: OMol25
Level of theory: the ωB97M-V functional and the def2-TZVPD basis

Geometry as XYZ:
```
107
Properties=species:S:1:pos:R:3:forces:R:3
In -0.7015 -0.3833 0.1317 0.5 -0.1 -0.2
C 4.5580 -1.0506 2.3308 0.1 0.0 -0.1
C 3.7938 0.0471 1.9702 0.1 0.0 0.0
C 2.4287 -0.0808 1.8114 -0.1 -0.3 0.1
C 1.8039 -1.3031 2.0449 0.9 0.1 0.1
C 2.5761 -2.4132 2.3960 -0.2 0.2 -0.1
C 3.9463 -2.2776 2.5284 0.0 0.0 0.1
N 0.4246 -1.3575 1.8765 -0.9 0.3 -1.1
C -0.3926 -1.8104 2.8026 -0.2 -0.2 -0.1
C 0.0091 -2.2411 4.1002 0.1 -0.2 0.3
C -0.8969 -2.7063 5.0011 0.5 0.1 -0.3
C -2.2774 -2.7857 4.6990 -0.6 0.1 -0.3
C -2.7207 -2.3778 3.4822 -0.1 -0.2 0.4
C -1.8093 -1.8887 2.5077 0.0 -0.2 0.9
N -2.1813 -1.5901 1.2778 0.1 0.2 -1.1
N -3.3448 -1.8253 0.8105 -0.4 -0.1 1.7
C -3.4285 -1.8755 -0.5495 0.1 -0.1 -1.2
C -4.6748 -2.1619 -1.1252 0.2 0.2 0.1
C -4.7339 -2.3859 -2.4814 0.2 0.1 0.0
C -3.5520 -2.3406 -3.2195 0.1 0.0 0.0
C -2.3676 -2.0415 -2.5701 -0.2 -0.1 -0.5
N -2.3014 -1.7938 -1.2703 -0.2 0.2 0.7
H 5.6251 -0.9505 2.4461 0.1 0.0 0.0
H 4.2561 1.0109 1.8297 0.1 0.1 -0.1
H 1.8054 0.7599 1.5494 0.0 0.1 0.1
H 2.1082 -3.3757 2.5468 -0.1 0.0 0.0
H 4.5391 -3.1349 2.8053 0.1 -0.1 0.0
H 1.0531 -2.1703 4.3623 0.0 0.0 0.1
H -0.5588 -3.0191 5.9746 0.1 0.0 0.2
H -2.9666 -3.1608 5.4398 -0.1 0.0 0.0
H -3.7660 -2.4061 3.2082 0.0 -0.1 0.0
H -5.5398 -2.2239 -0.4857 -0.1 0.0 0.1
H -5.6719 -2.6128 -2.9638 -0.1 0.0 0.0
H -3.5509 -2.5388 -4.2787 0.0 -0.1 -0.1
H -1.4282 -2.0302 -3.1082 0.0 0.1 -0.1
C -1.7091 2.7577 0.3698 0.2 0.5 0.0
N -2.3494 1.4576 0.5273 0.1 -0.7 -0.5
C -3.0897 1.3589 1.7772 -0.3 -0.1 0.5
C -2.1439 1.1240 2.9071 0.1 0.1 0.2
N -0.8421 1.1016 2.7933 -0.2 0.4 -0.5
C -0.3633 0.8704 4.0738 -0.5 -0.1 0.6
C 0.9324 0.7833 4.5819 0.0 0.1 0.0
C 1.0782 0.5635 5.9367 0.2 0.0 -0.1
C -0.0190 0.3957 6.7850 -0.1 0.0 0.0
C -1.3099 0.4621 6.3043 -0.1 0.1 0.0
C -1.4600 0.7246 4.9527 0.7 0.0 -0.1
N -2.5800 0.9053 4.1730 -0.2 0.1 -0.1
C -0.3527 2.6614 -0.2393 0.1 0.2 0.1
N 0.4113 1.5996 -0.2148 -0.7 -0.5 0.5
C 1.6054 1.9516 -0.8093 0.5 0.8 -0.4
C 2.7754 1.2356 -1.0405 -0.1 0.0 0.0
C 3.8124 1.8913 -1.6679 0.0 -0.2 0.0
C 3.7125 3.2278 -2.0572 -0.1 0.1 0.0
C 2.5655 3.9592 -1.8309 0.0 0.1 0.0
C 1.5205 3.3016 -1.2020 0.4 -0.6 0.0
N 0.2602 3.7112 -0.8227 -0.3 0.0 0.1
H -1.5576 3.1799 1.3695 -0.1 0.0 -0.1
H -2.3271 3.4535 -0.2151 0.0 -0.1 0.1
H -2.9994 1.3036 -0.2373 0.0 0.1 0.1
H -3.7913 0.5196 1.7303 0.0 0.1 -0.2
H -3.6776 2.2714 1.9617 0.1 -0.1 0.0
H 1.8006 0.9017 3.9545 0.0 0.1 0.0
H 2.0718 0.5258 6.3583 0.1 0.0 0.0
H 0.1456 0.2495 7.8413 0.0 -0.1 0.1
H -2.1649 0.3393 6.9499 -0.1 0.0 0.1
H -3.5350 0.8941 4.4938 0.0 0.0 -0.1
H 2.8746 0.2134 -0.7149 0.1 -0.1 0.0
H 4.7306 1.3596 -1.8581 0.1 -0.1 0.0
H 4.5595 3.7006 -2.5242 0.1 0.1 -0.1
H 2.4886 4.9926 -2.1242 0.0 0.2 0.0
H -0.1121 4.6422 -0.9152 -0.1 0.0 0.0
S 3.1415 -4.5787 -0.1384 0.4 0.1 -0.5
C 4.7097 -5.2494 -0.0797 -0.2 0.1 0.0
C 5.5663 -4.6468 -0.9507 0.0 -0.3 0.3
C 4.9527 -3.6312 -1.6970 -0.6 0.2 0.0
C 3.6273 -3.4576 -1.3782 0.4 -0.7 0.5
C 2.7037 -2.4821 -1.8867 -0.4 0.6 -0.5
C 1.5751 -2.1310 -1.1183 0.5 -0.4 0.0
N 0.7324 -1.1889 -1.4561 -0.5 0.2 0.4
C 0.8912 -0.5288 -2.6143 0.6 -0.2 -0.7
C 1.9784 -0.8164 -3.4759 -0.5 0.0 0.5
C 2.1136 -0.0723 -4.6865 -0.2 0.3 -0.2
C 1.2185 0.8824 -5.0310 0.4 -0.2 -0.1
C 0.0773 1.1533 -4.2193 -0.1 -0.3 0.5
C -0.8981 2.0916 -4.5759 -0.4 0.0 0.4
C -2.0153 2.2623 -3.7682 0.7 -0.5 -0.1
C -2.0939 1.4405 -2.6266 -0.1 0.1 -0.2
N -1.1660 0.6099 -2.2309 0.0 0.0 0.1
C -0.0824 0.4426 -3.0044 -0.1 0.4 -0.6
C -3.0592 3.2269 -4.0100 -0.8 0.6 0.1
C -3.3419 3.9763 -5.1238 0.2 -0.4 0.4
C -4.4530 4.8254 -4.9588 -0.3 0.2 0.2
C -5.0087 4.7389 -3.7209 0.1 -0.1 0.1
S -4.1923 3.6062 -2.7310 0.2 0.1 -0.5
C 2.8861 -1.8081 -3.0904 -0.3 -0.2 0.5
H 4.9061 -6.0633 0.5893 0.1 -0.2 0.1
H 6.6004 -4.9167 -1.0451 0.2 -0.1 0.0
H 5.4730 -3.0308 -2.4185 0.1 0.2 -0.2
H 1.3784 -2.6482 -0.1874 0.0 0.1 0.1
H 2.9536 -0.2876 -5.3280 0.1 0.0 -0.1
H 1.3411 1.4444 -5.9436 0.0 0.0 -0.1
H -0.7853 2.6688 -5.4793 0.1 0.1 -0.1
H -3.0008 1.4710 -2.0383 -0.1 0.0 0.0
H -2.7914 3.9164 -6.0442 0.2 -0.1 -0.2
H -4.8270 5.4767 -5.7279 -0.1 0.1 -0.1
H -5.8529 5.2666 -3.3215 -0.2 0.1 0.0
H 3.7180 -2.0574 -3.7313 0.1 0.0 -0.1
```
Forces are in eV/Å.

Computed properties:
M in g/mol: 1009.93
Charge: +2
Energy relative to the best compared isomer or geometry (same formula, charge and spin) in eV: 1.147
HOMO energy (alpha / beta) in hartree: -0.433 / -0.432
Calculated total energy in eV: -98836.88304
Kohn-Sham gap (alpha / beta) in hartree: 0.2145 / 0.2132

***

# 3
Formula: C6H9NS
Source: OMol25
Level of theory: the ωB97M-V functional and the def2-TZVPD basis

Geometry as XYZ:
```
17
Properties=species:S:1:pos:R:3:forces:R:3
C 0.3850 -0.0984 -0.6507 -0.1 0.0 1.3
C -0.1801 1.0514 2.2908 1.7 1.2 2.1
C -0.9070 0.4616 1.3321 -0.5 -3.7 -2.9
C -1.0852 -1.3700 -1.8129 2.1 0.3 -0.1
C -0.3083 -0.7389 0.6021 -1.1 4.2 -1.9
C 1.5898 0.7845 -0.4761 1.2 0.3 -1.9
N 0.0364 -0.4411 -1.8128 -1.2 -0.9 -0.3
S -1.6448 -1.8172 -0.1067 0.4 -0.2 -0.8
H -0.5908 1.9926 2.5735 0.2 0.7 0.7
H 0.8885 0.8257 2.5431 -1.4 0.1 -0.3
H -1.8531 0.8219 0.9041 0.6 0.1 0.3
H -1.7919 -0.8989 -2.4242 -1.9 0.5 -0.4
H -0.7657 -2.2467 -2.3829 -0.3 -0.5 0.4
H 0.4397 -1.2789 1.0819 1.3 -1.1 1.7
H 2.3664 0.1572 -1.0515 -0.3 0.9 1.6
H 1.8108 1.0843 0.5780 0.1 -0.5 -1.1
H 1.6103 1.7109 -1.1877 -0.7 -1.4 1.5
```
Forces are in eV/Å.

Computed properties:
M in g/mol: 127.21
Charge: 0
Energy relative to the best compared isomer or geometry (same formula, charge and spin) in eV: 3.322
HOMO energy (alpha / beta) in hartree: -0.143 / -0.316
Multiplicity: 3
Calculated total energy in eV: -18686.38699
Kohn-Sham gap (alpha / beta) in hartree: 0.1637 / 0.1815

***

# 4
Formula: C5H13N2O
Source: OMol25
Level of theory: the ωB97M-V functional and the def2-TZVPD basis

Geometry as XYZ:
```
21
Properties=species:S:1:pos:R:3:forces:R:3
C -2.0063 -0.0038 2.1119 0.5 -4.0 1.4
N -0.8087 -0.5809 1.4557 -0.5 0.6 -0.7
C -1.1185 -1.3353 0.1958 0.0 1.8 0.7
C 0.0468 -1.3199 -0.8642 -1.2 0.4 -0.7
N 0.3563 -0.1323 -1.7295 -3.0 1.6 1.2
C 1.6376 0.4753 -1.5301 1.3 -0.2 0.7
C 1.6532 1.4046 -0.2407 -0.6 -1.8 -0.1
O 0.4378 1.4107 0.3506 -0.1 0.4 0.6
H -1.8494 0.9078 2.5867 1.2 1.5 1.2
H -2.4358 -0.7783 2.9515 0.7 1.7 -1.8
H -2.7975 0.2715 1.4754 -1.4 -0.2 -1.4
H -0.1984 0.2308 1.1048 -0.3 -0.2 0.3
H -1.3939 -2.3239 0.5134 0.4 -1.1 -0.3
H -2.0891 -0.9759 -0.2280 0.6 0.2 -0.3
H 0.9586 -1.6282 -0.4242 0.9 -0.5 0.8
H -0.2173 -2.0480 -1.6166 -0.2 -0.9 0.0
H -0.3365 0.6624 -1.3431 1.9 -2.0 -0.8
H 1.9431 1.0138 -2.4450 -0.1 -0.1 0.2
H 2.4490 -0.2536 -1.2616 -0.8 0.0 -1.0
H 2.5103 0.9127 0.3204 -0.5 1.0 0.4
H 1.8453 2.3901 -0.5579 1.3 1.6 -0.4
```
Forces are in eV/Å.

Computed properties:
M in g/mol: 117.17
Charge: -1
Energy relative to the best compared isomer or geometry (same formula, charge and spin) in eV: 2.146
HOMO energy in hartree: -0.116
Calculated total energy in eV: -10421.55328
Kohn-Sham gap in hartree: 0.2752

***

# 5
Formula: C32H34CsN8OS2
Source: OMol25
Level of theory: the ωB97M-V functional and the def2-TZVPD basis

Geometry as XYZ:
```
78
Properties=species:S:1:pos:R:3:forces:R:3
Cs 0.7801 -0.0390 0.0184 -0.8 0.5 0.5
C -3.2182 1.8029 -0.4895 -0.1 0.2 0.0
C -2.1275 2.8583 -0.2268 -0.2 -0.2 0.0
C -1.2700 3.1803 -1.4187 0.0 0.0 0.1
C -1.7985 3.4241 -2.6828 0.1 0.1 -0.2
C -0.9387 3.7564 -3.7184 0.1 0.0 0.2
C 0.4205 3.8530 -3.4552 -0.1 0.0 -0.1
C 0.8501 3.6008 -2.1662 0.1 0.1 -0.1
N 0.0353 3.2701 -1.1765 0.0 -0.1 0.2
N -2.9537 0.5244 0.1457 0.1 0.0 -0.1
C -3.1508 0.6105 1.5812 0.0 0.1 0.1
C -2.6415 -0.5735 2.3639 -0.2 -0.1 0.3
C -3.1129 -0.8040 3.6548 0.0 0.1 -0.2
C -2.5363 -1.8200 4.3964 0.1 0.0 -0.1
C -1.5044 -2.5509 3.8340 -0.2 0.0 0.1
C -1.1337 -2.2682 2.5287 0.2 -0.4 0.3
N -1.7020 -1.3188 1.8060 -0.1 0.2 -0.5
C -3.7759 -0.5490 -0.4085 0.0 0.0 0.2
C -3.6154 -0.7443 -1.8934 0.0 -0.2 0.0
C -4.6047 -0.3271 -2.7789 0.0 0.0 -0.3
C -4.4390 -0.5448 -4.1405 0.3 -0.1 0.2
C -3.2873 -1.1970 -4.5677 -0.4 0.2 -0.1
C -2.3695 -1.5905 -3.6107 0.1 -0.1 0.0
N -2.5200 -1.3802 -2.3100 0.1 0.1 0.1
H -3.2754 1.6205 -1.5631 -0.1 0.1 0.1
H -4.1992 2.2031 -0.1635 0.0 -0.1 -0.1
H -1.4546 2.5330 0.5668 -0.1 0.0 0.0
H -2.5957 3.7901 0.1052 0.0 0.0 0.1
H -2.8632 3.3762 -2.8604 -0.1 -0.1 0.0
H -1.3218 3.9467 -4.7106 0.0 0.0 -0.1
H 1.1243 4.1216 -4.2282 0.1 0.0 -0.1
H 1.8977 3.6825 -1.8987 0.1 0.0 -0.1
H -4.2209 0.7808 1.8253 0.1 0.0 0.0
H -2.5916 1.4747 1.9528 -0.1 0.0 0.0
H -3.9056 -0.1930 4.0683 0.0 0.0 0.0
H -2.8805 -2.0231 5.4014 0.0 0.0 0.1
H -0.9951 -3.3153 4.3973 0.1 -0.1 0.0
H -0.3301 -2.8101 2.0504 0.1 -0.1 0.0
H -4.8512 -0.3727 -0.1952 0.1 0.0 0.0
H -3.4643 -1.4726 0.0868 -0.1 0.1 0.0
H -5.4983 0.1586 -2.4100 0.0 0.0 0.1
H -5.1868 -0.2170 -4.8492 -0.1 0.0 0.0
H -3.1176 -1.4032 -5.6156 0.0 0.0 0.0
H -1.4684 -2.1175 -3.9021 0.1 0.0 -0.1
S 1.0181 0.1759 3.0552 -0.5 0.4 0.6
C 2.4809 -0.6111 3.4755 0.1 -0.1 0.1
C 3.1857 -0.0849 4.5562 0.5 -0.1 0.3
C 4.3530 -0.6589 5.0428 -0.5 -0.8 -1.0
C 5.0184 -0.0733 6.1239 0.6 0.6 1.0
N 5.5422 0.4421 7.0119 0.0 0.0 0.0
C 4.8406 -1.8379 4.4312 -1.0 0.8 -0.3
C 4.1575 -2.3545 3.3342 0.3 0.1 0.3
C 3.0048 -1.7663 2.8146 0.2 0.2 0.4
S 2.3078 -2.4801 1.4186 -0.2 -0.7 -0.7
C 5.9819 -2.4838 4.9205 1.0 -0.6 0.3
N 6.9119 -3.0466 5.3055 0.0 0.0 0.0
H 2.7989 0.8093 5.0257 0.0 0.0 0.0
H 4.5366 -3.2480 2.8547 0.0 0.0 0.0
C 0.9103 -2.9889 -2.4137 -0.2 0.1 0.0
N 1.8496 -2.3274 -3.3033 0.0 0.0 0.2
C 3.0515 -3.1159 -3.4996 0.1 -0.2 0.0
C 1.8583 -0.9580 -3.3152 0.2 0.1 -0.5
O 1.1997 -0.2773 -2.5398 0.0 -0.2 -1.1
N 2.6332 -0.3743 -4.2944 0.0 0.1 -0.1
C 2.8684 -1.0027 -5.5730 0.0 0.0 -0.1
C 2.7472 1.0664 -4.3048 0.1 0.1 0.2
H 0.6266 -3.9347 -2.8797 0.0 -0.1 0.1
H 0.0255 -2.3720 -2.2884 -0.1 0.0 0.1
H 1.3487 -3.1832 -1.4289 0.0 0.0 0.0
H 3.3822 -3.5147 -2.5349 0.0 0.0 -0.1
H 3.8591 -2.5278 -3.9233 0.0 0.0 0.0
H 2.8272 -3.9585 -4.1628 0.1 0.0 0.0
H 2.3610 -1.9620 -5.6067 0.1 0.0 -0.1
H 3.9374 -1.1417 -5.7661 -0.1 -0.1 0.0
H 2.4634 -0.3710 -6.3707 0.0 0.0 0.0
H 2.3778 1.4580 -3.3619 0.0 0.0 0.0
H 2.1558 1.5005 -5.1170 0.0 0.0 0.0
H 3.7908 1.3582 -4.4398 0.0 0.0 0.0
```
Forces are in eV/Å.

Computed properties:
M in g/mol: 743.72
Charge: -1
HOMO energy in hartree: -0.108
Calculated total energy in eV: -69924.72469
Kohn-Sham gap in hartree: 0.1603

***

# 6
Formula: C11H10N
Source: OMol25
Level of theory: the ωB97M-V functional and the def2-TZVPD basis

Geometry as XYZ:
```
22
Properties=species:S:1:pos:R:3:forces:R:3
C 0.6454 0.4570 -2.4947 -0.4 0.0 -0.3
N 0.6673 0.0963 -1.2965 0.9 -0.1 -0.2
C -0.0727 -0.7273 -0.5507 -0.5 -0.6 0.3
C -0.2591 -2.0594 -0.9791 0.0 0.1 -0.1
C -0.9622 -2.9492 -0.2098 0.1 0.2 -0.1
C -1.4962 -2.5734 1.0363 -0.1 0.2 0.2
C -1.2930 -1.3091 1.5025 0.0 -0.3 0.0
C -0.5577 -0.3526 0.7491 0.0 0.3 -0.2
C -0.2627 0.8792 1.3309 -0.4 -0.6 -0.1
C 0.5051 1.8689 0.7676 1.0 1.0 -1.0
C 1.1187 2.4337 -0.2732 -0.5 -0.1 1.6
C 1.4297 3.0245 1.0485 0.1 0.2 0.3
H 1.5273 0.9206 -2.9164 0.1 0.1 -0.1
H -0.2338 0.3707 -3.1325 -0.1 -0.2 0.0
H 0.1382 -2.3490 -1.9391 0.1 0.0 -0.1
H -1.1278 -3.9514 -0.5755 0.0 -0.1 -0.1
H -2.0626 -3.2902 1.6086 0.0 0.0 0.1
H -1.6809 -1.0080 2.4638 0.0 0.0 0.1
H -0.5922 1.0321 2.3504 0.0 0.0 0.1
H 1.1468 2.6679 -1.3089 0.0 0.0 -0.5
H 1.0509 4.0133 1.2808 -0.1 0.1 0.0
H 2.3716 2.8054 1.5380 0.1 -0.1 -0.1
```
Forces are in eV/Å.

Computed properties:
M in g/mol: 156.21
Charge: +1
Energy relative to the best compared isomer or geometry (same formula, charge and spin) in eV: 0.000
HOMO energy (alpha / beta) in hartree: -0.470 / -0.470
Calculated total energy in eV: -13048.40162
Kohn-Sham gap (alpha / beta) in hartree: 0.2527 / 0.2527